Record 1
The following is a DFT calculation (ωB97M-V/def2-TZVPD) of one molecule with the formula C7H11N in a non-equilibrium geometry.

Last column: Mulliken charge in e.
Cartesian coordinates (Å):
C -2.021 0.628 0.945  -0.53
C -1.563 -0.397 -0.158  -1.03
C -0.108 0.003 -0.062  1.38
C -0.651 1.330 0.652  -0.80
C 1.979 -0.441 -1.246  -0.46
C 1.940 -1.102 0.154  -0.41
C 0.818 -0.820 0.758  -1.00
H -2.938 1.217 0.851  0.33
H -2.087 0.120 1.927  0.23
H -1.803 -1.514 -0.078  0.27
H -2.021 -0.141 -1.120  0.27
H -0.036 1.767 1.501  0.29
H -0.853 2.155 -0.070  0.29
H 0.560 0.995 -1.714  0.27
H 2.741 0.328 -1.308  0.26
H 2.166 -1.239 -1.951  0.27
H 2.736 -1.676 0.605  0.42
H 0.547 -1.285 1.663  0.46
N 0.596 0.071 -1.350  -0.53

gap between HOMO and LUMO = 9.5658 eV
multiplicity = 1
E_HOMO = -8.46 eV
energy above the lowest of the compared OMol25 structures with the same formula, charge and spin = 1.996 eV
structure (SMILES) = C1=CC2(CCC2)NC1
LUMO = 1.107 eV


Record 2
The following is a DFT calculation (ωB97M-V/def2-TZVPD) of a 7-piece molecular cluster, C14H28Br14 overall in a non-equilibrium geometry.

Last column: Mulliken charge in e.
Cartesian coordinates (Å):
Br -8.193 19.563 5.656  -0.18
C -7.769 18.414 7.230  -0.31
C -7.580 17.008 6.700  -0.51
Br -7.324 15.831 8.232  -0.16
H -8.579 18.492 7.942  0.44
H -6.809 18.735 7.620  -0.01
H -6.680 16.909 6.096  0.26
H -8.390 16.582 6.116  0.46
Br -5.261 11.299 8.797  -0.18
C -4.701 13.029 8.044  -0.53
C -5.361 13.183 6.690  -0.55
Br -4.381 14.573 5.689  -0.08
H -3.618 13.039 8.018  0.39
H -5.096 13.771 8.732  0.21
H -6.385 13.529 6.749  0.31
H -5.311 12.249 6.140  0.47
Br -1.393 18.725 3.129  -0.14
C -3.128 19.584 3.590  -0.56
C -3.215 20.895 2.829  -0.58
Br -4.936 21.771 3.236  -0.17
H -3.186 19.696 4.666  0.30
H -3.821 18.827 3.241  0.42
H -3.141 20.688 1.766  0.41
H -2.383 21.535 3.109  0.33
Br -6.278 19.588 10.795  -0.16
C -4.430 19.768 11.400  -0.58
C -3.803 18.388 11.373  -0.30
Br -1.887 18.588 11.780  -0.17
H -4.445 20.168 12.408  0.41
H -3.950 20.470 10.728  0.36
H -3.867 17.927 10.392  0.03
H -4.255 17.720 12.098  0.40
Br 1.277 22.269 3.682  -0.18
C 1.797 20.556 4.553  -0.52
C 1.008 20.460 5.840  -0.54
Br 1.466 18.758 6.734  -0.15
H 2.869 20.539 4.687  0.44
H 1.395 19.846 3.837  0.20
H -0.059 20.557 5.682  0.33
H 1.347 21.263 6.492  0.41
Br -4.135 14.826 0.260  -0.15
C -3.167 15.412 1.883  -0.12
C -1.707 15.043 1.719  -0.63
Br -0.814 15.115 3.468  -0.14
H -3.555 14.877 2.743  0.11
H -3.318 16.482 1.959  0.09
H -1.150 15.663 1.023  0.38
H -1.557 14.008 1.429  0.44
Br -4.071 18.069 7.260  -0.11
C -2.554 16.938 7.829  -0.66
C -1.638 16.714 6.661  0.34
Br -0.351 15.323 7.165  -0.16
H -2.936 15.990 8.198  0.35
H -2.099 17.497 8.642  0.47
H -1.100 17.601 6.345  -0.04
H -2.168 16.318 5.802  -0.21

gap between HOMO and LUMO = 10.3344 eV
multiplicity = 1
E_HOMO = -10.14 eV
energy above the lowest of the compared OMol25 structures with the same formula, charge and spin = 0.086 eV
structure (SMILES) = BrCCBr.BrCCBr.BrCCBr.BrCCBr.BrCCBr.BrCCBr.BrCCBr
LUMO = 0.198 eV


Record 3
The following is a DFT calculation (ωB97M-V/def2-TZVPD) of a 10-piece molecular cluster, C8H36O14 overall in a non-equilibrium geometry.

Last column: Mulliken charge in e.
Cartesian coordinates (Å):
C -1.413 -3.130 -0.876  0.06
C -1.656 -3.899 0.442  -0.59
O -1.013 -3.182 1.480  -0.47
O -0.131 -3.576 -1.312  -0.53
H -1.493 -2.047 -0.804  0.01
H -2.160 -3.415 -1.629  0.40
H -1.248 -4.896 0.262  0.33
H -2.698 -4.017 0.736  0.35
H -0.066 -3.370 1.465  0.34
H -0.055 -3.537 -2.268  0.26
C 2.368 -2.053 1.037  0.43
C 3.500 -1.671 1.982  -0.69
O 3.989 -0.382 1.564  -0.44
O 2.001 -3.399 1.237  -0.72
H 2.911 -1.960 0.080  0.15
H 1.586 -1.298 0.912  -0.04
H 4.380 -2.317 2.037  0.36
H 3.126 -1.593 3.013  0.30
H 4.764 -0.256 2.119  0.26
H 1.631 -3.782 0.432  0.31
C -4.362 1.939 0.458  -0.75
C -3.325 0.791 0.439  0.19
O -3.896 -0.298 -0.280  -0.60
O -5.449 1.591 1.310  -0.55
H -4.674 2.159 -0.561  0.32
H -3.833 2.802 0.876  0.32
H -3.109 0.425 1.445  0.25
H -2.424 1.172 -0.042  0.15
H -4.656 -0.573 0.248  0.31
H -5.207 1.923 2.179  0.33
C 2.988 3.960 -1.525  -0.61
C 2.527 2.634 -2.021  -0.08
O 3.081 1.578 -1.248  -0.45
O 2.499 4.223 -0.201  -0.53
H 2.543 4.701 -2.191  0.34
H 4.072 4.072 -1.454  0.29
H 2.942 2.594 -3.041  0.33
H 1.442 2.542 -2.083  0.11
H 2.741 0.749 -1.631  0.46
H 2.734 3.480 0.367  0.31
O 1.885 -0.697 -2.265  -0.73
H 1.697 -1.621 -2.455  0.31
H 1.710 -0.608 -1.312  0.08
O 0.151 0.677 -0.385  0.30
H -0.593 0.362 -0.923  0.05
H 0.036 1.640 -0.349  0.03
O -1.073 3.318 -0.599  -0.51
H -1.186 3.944 0.125  0.26
H -1.090 3.859 -1.396  0.24
O 1.418 1.418 2.633  -0.67
H 1.431 1.283 1.678  0.21
H 0.731 0.816 2.946  0.35
O -1.684 -0.257 -2.470  -0.60
H -1.988 -0.057 -3.361  0.25
H -2.497 -0.389 -1.960  0.26
O -1.208 -0.493 2.622  -0.63
H -1.507 -0.437 1.709  0.24
H -1.191 -1.441 2.808  0.36

gap between HOMO and LUMO = 9.8015 eV
multiplicity = 1
E_HOMO = -9.69 eV
energy above the lowest of the compared OMol25 structures with the same formula, charge and spin = 0.849 eV
structure (SMILES) = OCCO.OCCO.OCCO.OCCO.O.O.O.O.O.O
LUMO = 0.114 eV


Record 4
The following is a DFT calculation (ωB97M-V/def2-TZVPD) of a 2-piece molecular cluster, C23H18FN2O overall in a non-equilibrium geometry.

Last column: Mulliken charge in e.
Cartesian coordinates (Å):
F 2.511 -0.029 4.505  -0.29
C 2.802 0.725 3.390  0.12
C 2.932 2.102 3.552  -0.46
C 3.247 2.855 2.408  -0.59
C 3.418 2.235 1.182  -0.73
C 3.271 0.822 1.009  1.27
C 3.474 0.318 -0.302  -0.34
C 3.514 -1.013 -0.794  1.05
C 3.856 -1.178 -2.175  -0.61
C 3.896 -2.422 -2.777  -0.66
C 3.618 -3.580 -2.027  -0.30
C 3.291 -3.454 -0.670  -1.00
C 3.247 -2.205 -0.058  0.11
C 2.949 0.068 2.178  -0.66
H 2.792 2.563 4.525  0.47
H 3.355 3.938 2.493  0.41
H 3.669 2.823 0.299  0.39
H 3.785 1.079 -1.023  0.26
H 4.055 -0.273 -2.750  0.37
H 4.137 -2.504 -3.839  0.40
H 3.646 -4.562 -2.499  0.42
H 3.059 -4.343 -0.078  0.42
H 2.974 -2.149 0.987  0.31
H 2.809 -1.003 2.144  0.61
O -1.676 0.636 0.323  -0.74
C -1.700 1.428 -0.632  1.05
C -2.605 2.622 -0.680  0.50
C -2.838 3.309 -1.890  0.65
C -3.732 4.390 -1.910  -0.67
C -4.378 4.801 -0.743  -0.48
C -4.146 4.111 0.461  -0.55
C -3.272 3.024 0.482  -0.68
C -2.166 2.852 -3.150  -1.06
C -0.807 2.161 -2.917  -0.88
C -0.834 1.220 -1.775  -0.07
N -0.133 0.058 -1.769  0.86
N 0.478 -0.913 -1.854  -0.88
H -3.902 4.907 -2.859  0.38
H -5.059 5.655 -0.769  0.38
H -4.646 4.414 1.383  0.38
H -3.089 2.463 1.399  0.46
H -2.820 2.136 -3.675  0.31
H -2.031 3.698 -3.832  0.41
H -0.495 1.647 -3.837  0.37
H -0.060 2.949 -2.716  0.26

gap between HOMO and LUMO = 4.7567 eV
multiplicity = 1
E_HOMO = -10.87 eV
energy above the lowest of the compared OMol25 structures with the same formula, charge and spin = 0.000 eV
total charge = +1
LUMO = -6.111 eV


Question: gap between HOMO and LUMO of number 2 (C14H28Br14)?
Answer: 10.3344 eV


Question: Which value of multiplicity does entry 1 give?
Answer: 1